Here is a cluster of 8 separate species, C52H110BBrClINO11 in total at a distorted geometry from the Open Molecules 2025 dataset. Energies are from wB97M-V/def2-TZVPD.

The geometry in ORCA input format:
```
! RIJCOSX wB97M-V def2-TZVPD def2/J DEFGRID3
* xyz -1 1
C 1.917 4.945 1.396
C 3.045 5.659 0.624
C 2.993 5.466 -0.896
Cl 3.819 6.934 -1.620
C 3.585 4.138 -1.392
C 5.010 3.827 -0.911
O 5.966 4.643 -1.600
C 7.088 4.902 -0.867
C 7.184 5.961 -0.006
C 8.348 6.195 0.681
C 9.438 5.382 0.508
C 9.343 4.312 -0.350
C 8.183 4.083 -1.028
O 2.881 3.136 -0.702
B 1.760 2.544 -1.474
C 1.879 0.899 -1.324
C 0.748 0.186 -0.590
C 0.468 0.703 0.816
Br -0.873 0.118 -1.707
O 0.491 3.191 -1.094
C -0.304 3.612 -2.167
C -1.612 4.271 -1.693
C -2.446 3.387 -0.743
C -1.284 5.605 -0.967
C -1.947 6.851 -1.573
C -3.476 6.774 -1.309
C -1.286 8.102 -0.930
O 2.252 2.819 -2.867
C 3.313 3.687 -2.893
I 2.624 5.189 -4.366
C 4.468 2.892 -3.634
N 4.385 1.441 -3.471
C 5.569 0.821 -2.898
H 2.238 3.923 1.599
H 0.970 4.950 0.860
H 1.803 5.430 2.373
H 2.895 6.731 0.791
H 4.028 5.451 1.053
H 1.949 5.525 -1.207
H 5.083 3.913 0.175
H 5.153 2.765 -1.136
H 6.346 6.637 0.130
H 8.435 7.047 1.346
H 10.377 5.557 1.022
H 10.217 3.685 -0.492
H 8.140 3.247 -1.721
H 1.883 0.500 -2.344
H 2.861 0.647 -0.907
H 1.043 -0.864 -0.488
H -0.063 1.655 0.809
H -0.153 -0.037 1.337
H 1.432 0.778 1.326
H -0.583 2.806 -2.862
H 0.204 4.390 -2.759
H -2.248 4.479 -2.562
H -2.035 3.359 0.268
H -3.428 3.868 -0.633
H -2.654 2.387 -1.128
H -1.451 5.545 0.114
H -0.202 5.758 -1.082
H -1.810 6.892 -2.656
H -3.962 7.746 -1.213
H -3.930 6.195 -2.120
H -3.629 6.171 -0.409
H -0.689 8.625 -1.680
H -2.003 8.766 -0.440
H -0.580 7.789 -0.154
H 5.474 3.249 -3.395
H 4.324 3.089 -4.698
H 4.116 1.011 -4.339
H 6.510 1.355 -3.100
H 5.636 -0.198 -3.294
H 5.479 0.712 -1.807
C -0.060 -5.411 -2.071
C -0.613 -5.754 -0.696
O -0.656 -4.656 0.193
C -1.434 -3.541 -0.209
C -2.902 -3.845 -0.435
H 0.946 -4.994 -1.986
H -0.016 -6.307 -2.693
H -0.677 -4.676 -2.588
H 0.035 -6.495 -0.226
H -1.605 -6.216 -0.781
H -0.986 -3.081 -1.096
H -1.343 -2.808 0.594
H -3.053 -4.572 -1.236
H -3.439 -2.934 -0.703
H -3.350 -4.261 0.471
C -4.961 -5.156 -4.089
C -4.507 -6.527 -3.614
O -5.350 -7.091 -2.626
C -6.700 -7.300 -2.998
C -6.878 -8.237 -4.181
H -5.029 -4.467 -3.245
H -4.255 -4.753 -4.815
H -5.943 -5.192 -4.564
H -3.521 -6.434 -3.156
H -4.393 -7.216 -4.458
H -7.191 -6.338 -3.181
H -7.188 -7.734 -2.125
H -6.412 -7.847 -5.087
H -7.939 -8.385 -4.387
H -6.424 -9.207 -3.970
C -7.753 -3.193 -0.576
C -8.880 -3.166 -1.596
O -9.632 -4.368 -1.653
C -10.287 -4.757 -0.461
C -11.295 -3.740 0.049
H -7.071 -4.020 -0.783
H -7.191 -2.259 -0.611
H -8.124 -3.319 0.442
H -8.456 -3.032 -2.591
H -9.542 -2.311 -1.421
H -9.552 -4.999 0.316
H -10.806 -5.688 -0.696
H -10.824 -2.791 0.306
H -11.793 -4.119 0.942
H -12.049 -3.538 -0.713
C 5.852 -2.838 0.028
C 4.735 -2.925 -0.998
O 4.088 -4.187 -1.044
C 3.458 -4.615 0.152
C 2.382 -3.667 0.644
H 6.605 -3.606 -0.161
H 6.328 -1.857 -0.019
H 5.484 -2.980 1.046
H 5.153 -2.769 -1.993
H 4.002 -2.127 -0.840
H 4.206 -4.794 0.935
H 3.012 -5.585 -0.076
H 2.788 -2.684 0.891
H 1.902 -4.065 1.539
H 1.619 -3.525 -0.120
C -6.012 2.191 3.821
C -5.670 2.595 2.395
O -4.313 2.402 2.058
C -3.829 1.074 2.148
C -4.558 0.083 1.255
H -5.394 2.743 4.531
H -7.063 2.401 4.032
H -5.843 1.127 3.997
H -5.861 3.662 2.271
H -6.320 2.076 1.679
H -3.845 0.735 3.191
H -2.780 1.114 1.850
H -5.616 -0.013 1.512
H -4.101 -0.904 1.351
H -4.502 0.394 0.210
C -2.000 -0.676 7.112
C -3.389 -1.190 6.770
O -3.645 -1.267 5.381
C -2.791 -2.119 4.632
C -2.832 -3.569 5.081
H -1.840 0.310 6.673
H -1.881 -0.602 8.194
H -1.216 -1.335 6.736
H -4.133 -0.502 7.173
H -3.572 -2.160 7.247
H -1.766 -1.733 4.644
H -3.132 -2.056 3.598
H -2.492 -3.690 6.111
H -2.190 -4.178 4.444
H -3.850 -3.957 5.024
C 9.010 -2.097 3.048
C 8.332 -1.699 1.747
O 7.646 -0.463 1.812
C 8.431 0.675 2.129
C 9.551 0.947 1.140
H 8.280 -2.146 3.858
H 9.484 -3.074 2.943
H 9.781 -1.383 3.343
H 7.578 -2.446 1.496
H 9.052 -1.693 0.921
H 8.825 0.591 3.148
H 7.745 1.522 2.131
H 10.273 0.128 1.102
H 10.088 1.855 1.417
H 9.148 1.075 0.134
*
```

## Properties
HOMO	-5.417	eV
orbital gap	7.4	eV
lowest unoccupied orbital energy	1.974	eV

Mulliken atomic charge list, values in e, 5 entries:
1. C -0.77
2. C -0.84
3. C 0.60
4. Cl -0.18
5. C 1.61